[1]
ORCA calculation (ωB97M-V/def2-TZVPD) on a structure of composition C7H20InN2O4.

```
34
Properties=species:S:1:pos:R:3:mulliken_charge:R:1
In -1.062 0.613 -1.641 0.70
O -2.769 5.820 -1.307 -0.50
O 0.675 -4.896 3.000 -0.51
O -3.893 3.994 -0.995 -0.47
O 1.322 -6.874 2.416 -0.57
N 1.375 -5.656 2.365 0.90
N -3.322 4.991 -0.607 0.83
C 2.405 -5.073 1.459 -0.63
C 1.407 -1.088 -0.323 1.17
C -0.584 2.780 -1.994 -1.08
C 2.042 0.038 0.477 -1.46
C -3.274 5.222 0.863 -0.77
C 0.878 -0.543 -1.653 -1.65
C 0.400 -1.884 0.503 -1.15
H -0.025 2.932 -2.913 0.27
H 2.194 -5.430 0.455 0.28
H 1.337 0.867 0.547 0.22
H -0.626 -1.563 0.372 0.24
H 2.327 -0.288 1.473 0.42
H -1.501 3.351 -2.009 0.13
H 2.222 -1.788 -0.555 0.16
H 0.632 -1.776 1.563 0.28
H -2.116 -0.019 -2.956 -0.38
H -2.227 5.250 1.149 0.29
H 0.054 3.115 -1.177 0.21
H 3.369 -5.434 1.802 0.31
H 2.901 0.403 -0.076 0.38
H -3.753 6.177 1.058 0.29
H 2.346 -3.991 1.506 0.21
H -3.793 4.408 1.354 0.31
H 1.626 0.155 -2.029 0.39
H 0.451 -2.951 0.300 0.15
H 0.816 -1.330 -2.399 0.40
H -1.835 0.469 -0.027 -0.38
```

Results
- total charge = -1



[2]
ORCA calculation (ωB97M-V/def2-TZVPD) on a cluster of 8 separate species, C33H53BF3O15P in total at a distorted geometry.

```
106
Properties=species:S:1:pos:R:3:mulliken_charge:R:1
P -0.667 -0.454 -0.181 -0.15
F -1.294 1.590 -3.206 -0.18
F -1.638 3.666 -2.598 -0.33
F -3.336 2.307 -2.884 -0.29
O 7.239 3.667 -2.245 -0.31
O -5.333 -0.560 -8.359 -0.56
O -3.486 -1.157 -7.243 -0.37
O -8.784 -5.651 7.583 -0.57
O -3.922 -3.069 7.541 -0.37
O 5.513 7.134 -6.298 -0.33
O 9.471 3.743 -2.206 -0.60
O 4.721 3.046 0.410 -0.59
O -1.976 -3.237 2.235 -0.34
O -3.312 -1.436 2.187 -0.59
O 4.810 0.829 0.810 -0.36
O 0.790 -1.453 -2.399 -0.65
O -2.785 -4.992 7.347 -0.60
O 7.757 7.096 -6.360 -0.56
O -7.213 -6.753 6.438 -0.35
C -4.683 0.655 -6.343 -0.50
C -2.173 0.486 -0.714 -0.70
C -8.305 -6.690 7.240 0.53
C -1.994 2.005 -0.954 -0.62
C -2.662 -2.410 4.322 -0.12
C -4.586 -0.386 -7.443 0.45
C 5.850 -0.137 1.060 -0.49
C -1.463 -3.327 4.531 -0.40
C 5.369 2.053 0.575 0.55
C 1.611 0.898 -1.900 -0.30
C 6.743 5.731 -3.254 -0.30
C -2.062 2.382 -2.405 0.82
C -8.771 -8.093 7.577 -0.43
C 5.023 7.218 -8.600 -0.49
C 7.103 0.438 0.417 -0.56
C 6.169 4.365 -2.906 -0.39
C 2.058 1.740 -0.694 -0.67
C -5.084 -2.605 8.257 -0.49
C 8.215 5.408 -3.485 -0.31
C -3.726 -4.389 7.776 0.57
C 6.709 7.031 -6.932 0.51
C -2.709 -2.262 2.813 0.42
C -5.918 -3.851 8.517 -0.30
C 4.436 6.913 -7.229 -0.43
C 8.437 4.210 -2.584 0.42
C -7.557 -8.948 7.214 -0.50
C 6.877 1.937 0.584 0.16
C -4.842 -4.924 8.651 -0.31
C -2.832 -0.782 -6.020 -0.42
C -1.460 -4.131 3.239 -0.44
C -6.911 -8.121 6.109 -0.42
C 6.481 6.806 -8.414 -0.44
C -3.278 0.648 -5.745 0.11
B 0.668 -0.323 -1.600 0.28
H 8.419 5.111 -4.514 0.17
H -2.642 1.344 -6.294 0.32
H 4.965 8.289 -8.796 0.26
H -2.823 2.530 -0.474 0.43
H -1.530 -3.942 5.427 0.23
H 8.879 6.222 -3.209 0.38
H 6.640 5.747 -8.625 0.26
H -5.595 -1.867 7.644 0.36
H -3.592 -2.871 4.657 0.09
H -4.748 -2.127 9.180 0.23
H -0.469 -4.459 2.934 0.32
H 2.614 1.172 0.042 0.20
H -3.150 -1.473 -5.235 0.27
H -0.549 -2.732 4.596 0.26
H 5.319 4.412 -2.229 0.30
H -1.083 2.378 -0.495 0.26
H -4.464 -5.011 9.671 0.31
H 3.610 7.567 -6.961 0.31
H 5.545 -1.087 0.626 0.37
H -3.239 0.913 -4.698 -0.24
H 7.303 2.516 -0.228 -0.21
H -2.602 0.013 -1.599 0.39
H 4.111 5.874 -7.136 0.27
H 4.509 6.699 -9.407 0.33
H -0.202 0.372 0.865 0.03
H 6.258 6.200 -4.102 0.08
H -5.165 -5.899 8.296 0.09
H 2.510 0.488 -2.379 0.31
H 7.124 0.186 -0.644 0.26
H -7.800 -9.961 6.902 0.33
H -9.638 -8.323 6.955 0.27
H -2.119 -5.001 3.292 0.25
H -4.972 1.617 -6.757 0.33
H 7.249 2.304 1.543 0.28
H -7.335 -8.337 5.126 0.30
H -5.831 -8.235 6.060 0.32
H -2.542 -1.441 4.797 0.34
H -6.547 -4.069 7.653 0.11
H -6.567 -3.757 9.385 0.39
H 5.954 -0.257 2.140 0.25
H 0.064 -1.564 -3.020 0.30
H 5.887 3.793 -3.794 0.25
H 8.022 0.071 0.869 0.36
H 1.151 1.541 -2.657 0.24
H 2.740 2.515 -1.044 0.31
H -6.882 -9.011 8.070 0.26
H -1.758 -0.878 -6.159 0.29
H 6.643 6.400 -2.397 0.27
H -9.049 -8.159 8.625 0.29
H -2.887 0.332 0.094 0.36
H 7.178 7.400 -8.998 0.31
H -5.438 0.326 -5.627 0.29
H 1.237 2.267 -0.206 0.04
```

Results
- structure (SMILES) = CCB(O)PCCC(F)(F)F.O=C1CCCO1.O=C1CCCO1.O=C1CCCO1.O=C1CCCO1.O=C1CCCO1.O=C1CCCO1.O=C1CCCO1



[3]
ORCA calculation (ωB97M-V/def2-TZVPD) on a cluster of 2 separate species, C6H18N2O2 in total at a distorted geometry.

```
28
Properties=species:S:1:pos:R:3:mulliken_charge:R:1
O -1.460 -2.507 0.722 -0.50
O -0.059 -2.312 -1.052 -0.59
N -1.098 -0.196 -0.131 0.30
N 1.283 0.972 0.018 -0.25
C -1.835 -0.042 -1.392 -1.00
C 2.060 1.173 -1.197 -0.99
C 1.461 2.025 1.008 -1.05
C -1.885 0.353 0.985 -1.04
C -0.338 -1.817 0.227 0.80
C 0.808 -1.704 1.076 -1.63
H -2.079 1.008 -1.574 0.37
H 1.475 0.000 0.456 0.27
H 2.517 2.183 1.265 0.37
H -0.104 0.432 -0.176 0.37
H 1.741 2.089 -1.701 0.35
H 0.582 -1.476 2.112 0.27
H 1.530 -2.496 0.900 0.34
H -1.208 -0.379 -2.213 0.29
H 1.889 0.330 -1.866 0.23
H -2.156 1.393 0.786 0.38
H 1.056 2.970 0.637 0.35
H 3.136 1.257 -0.994 0.36
H 0.928 1.751 1.918 0.27
H -2.748 -0.643 -1.366 0.37
H -2.808 -0.217 1.107 0.33
H -1.301 0.296 1.899 0.31
H -2.024 -2.696 -0.040 0.35
H 0.639 -1.747 -1.413 0.35
```

Results
- energy above the lowest of the compared OMol25 structures with the same formula, charge and spin (kJ/mol) = 305.7



What HOMO values result from the calculations? In sequence: -4.2; -7.9; -6.7 eV.